Below is Cl2O2P as an isolated structure in a non-equilibrium geometry, with properties calculated with ωB97M-V/def2-TZVPD.

2S+1: 1
Strongest force on any atom, hartree/bohr: 0.0843
LUMO level, eV: 3.348
Charge: -1

CARTESIAN COORDINATES (ANGSTROEM)
O1 -0.427 -0.880 1.315
O2 -0.509 -0.928 -1.240
P1 -0.447 -0.274 0.007
Cl1 2.288 0.344 -0.077
Cl2 -0.905 1.739 -0.005